1.
The ion C23H31N4O3S2 with charge +1, computed with ωB97M-V/def2-TZVPD.

Cartesian coordinates (Å):
C -1.609 -5.208 -0.797
C -0.524 -4.341 -0.239
C 0.568 -4.926 0.406
C 1.598 -4.175 0.935
C 1.515 -2.801 0.821
S 2.635 -1.592 1.388
C 1.543 -0.372 0.734
N 1.813 0.963 0.892
C 3.163 1.392 1.231
C 4.106 1.303 0.036
C 5.533 1.719 0.450
N 6.530 1.675 -0.589
C 6.350 2.638 -1.649
C 6.840 0.354 -1.083
C 0.859 1.913 0.647
O 1.091 3.100 0.651
C -0.540 1.413 0.426
C -1.146 1.613 -0.815
C -2.471 1.275 -1.001
C -3.183 0.772 0.079
S -4.846 0.271 -0.178
O -5.161 -0.007 -1.533
O -5.397 -0.483 0.888
N -5.813 1.953 0.050
C -7.219 1.620 -0.184
C -5.562 2.495 1.382
C -2.617 0.610 1.337
C -1.292 0.948 1.510
N 0.490 -0.815 0.148
C 0.424 -2.183 0.177
C -0.604 -2.956 -0.369
C -1.743 -2.289 -1.074
H -1.648 -5.119 -1.883
H -2.580 -4.911 -0.406
H -1.436 -6.251 -0.546
H 0.610 -6.001 0.490
H 2.438 -4.641 1.424
H 3.527 0.768 2.052
H 3.089 2.427 1.573
H 4.122 0.280 -0.344
H 3.745 1.964 -0.754
H 5.870 1.062 1.257
H 5.503 2.741 0.837
H 5.536 2.378 -2.341
H 7.274 2.700 -2.224
H 6.146 3.616 -1.218
H 6.989 -0.320 -0.241
H 7.766 0.404 -1.654
H 6.059 -0.062 -1.737
H -0.565 2.009 -1.633
H -2.952 1.369 -1.961
H -5.487 2.593 -0.675
H -7.851 2.504 -0.106
H -7.322 1.182 -1.175
H -7.529 0.883 0.556
H -4.516 2.778 1.483
H -5.799 1.724 2.114
H -6.186 3.369 1.572
H -3.211 0.208 2.141
H -0.827 0.830 2.476
H -1.514 -1.238 -1.219
H -2.663 -2.374 -0.494
H -1.916 -2.755 -2.042

Electronic energy ... -58120.9845 eV
Net charge ... +1

***

2.
A structure of composition C23H31N8O4Tc, computed with ωB97M-V/def2-TZVPD.

Cartesian coordinates (Å):
Tc 0.357 -0.308 -0.287
C -0.754 -1.213 2.640
O -0.920 -0.449 1.449
C -2.116 0.207 1.264
C -3.036 0.458 2.270
C -4.189 1.174 1.987
C -4.447 1.620 0.698
C -3.542 1.371 -0.317
C -2.357 0.680 -0.046
N -1.365 0.439 -0.996
N -1.593 0.863 -2.182
C -0.779 0.819 -3.219
C 0.584 0.298 -3.177
O 1.117 -0.076 -2.070
C 1.305 0.199 -4.387
C 0.789 0.638 -5.582
C -0.496 1.216 -5.658
C -1.023 1.685 -6.883
C -2.283 2.240 -6.946
C -3.048 2.346 -5.783
C -2.554 1.898 -4.568
C -1.285 1.320 -4.475
H -0.689 -0.563 3.514
H 0.176 -1.768 2.543
H -1.576 -1.918 2.762
H -2.862 0.107 3.272
H -4.881 1.384 2.787
H -5.357 2.161 0.490
H -3.716 1.723 -1.321
H 2.283 -0.256 -4.335
H 1.370 0.526 -6.486
H -0.427 1.595 -7.778
H -2.688 2.573 -7.890
H -4.037 2.776 -5.836
H -3.155 1.973 -3.677
N 1.259 1.663 0.360
C 1.594 1.520 1.782
C 2.710 2.428 2.307
C 2.244 3.808 2.810
C 2.570 4.050 4.291
N 1.884 3.135 5.190
C 0.790 3.356 5.909
N 0.078 4.476 5.794
N 0.337 2.382 6.704
C 2.016 0.014 2.044
O 2.398 -0.268 3.153
O 1.841 -0.762 1.051
H 2.137 1.680 -0.170
H 0.796 2.558 0.194
H 0.673 1.678 2.358
H 3.466 2.543 1.530
H 3.188 1.877 3.119
H 1.170 3.934 2.654
H 2.752 4.591 2.249
H 2.327 5.079 4.562
H 3.642 3.919 4.450
H 2.335 2.241 5.323
H 0.416 5.261 5.264
H -0.674 4.668 6.438
H 0.906 1.576 6.910
H -0.428 2.553 7.340
N -0.405 -3.142 0.331
N 0.243 -2.469 -0.745
H 0.099 -3.976 0.626
H -1.358 -3.391 0.088
H -0.086 -2.782 -1.670
H 1.241 -2.705 -0.702

Electronic energy ... -46639.3986 eV
<S²> ... 3.855
Multiplicity ... 4
Relative energy (zero: lowest compared OMol25 entry of this formula, charge and spin) ... 19.7 kcal per mole
Net charge ... +3

***

> Among the records above, which one has the lowest electronic energy?

C23H31N4O3S2

***

> What is the formula in the first record?

C23H31N4O3S2

***

> The highest net charge belongs to which entry?

C23H31N8O4Tc